Entry 1:
Entry from the OMol25 dataset: 6 unconnected molecules or ions with the total composition C31H28Cl4F2O6 in a non-equilibrium geometry (ωB97M-V/def2-TZVPD).

CARTESIAN COORDINATES (ANGSTROEM)
Cl 1.50 0.06 4.82
C 2.61 0.88 5.83
Cl 3.95 1.32 4.74
Cl 1.65 2.24 6.55
Cl 3.20 -0.29 7.00
O -5.64 3.08 -5.14
C -4.29 3.32 -5.25
C -3.77 3.87 -6.41
C -2.42 4.26 -6.42
C -1.59 3.84 -5.41
O -0.28 4.23 -5.38
C -2.09 3.15 -4.30
C -3.48 2.97 -4.19
H -6.18 3.45 -5.85
H -4.38 4.30 -7.18
H -2.00 4.86 -7.22
H 0.21 3.70 -4.74
H -1.42 2.92 -3.49
H -3.74 2.68 -3.18
O -6.98 -2.27 3.52
C -6.00 -3.12 3.00
C -5.22 -2.62 1.99
C -4.28 -3.53 1.36
C -4.35 -4.87 1.60
O -3.54 -5.76 0.88
C -5.04 -5.31 2.73
C -5.83 -4.44 3.47
H -7.44 -2.60 4.30
H -5.41 -1.58 1.76
H -3.56 -3.20 0.62
H -2.69 -5.38 0.64
H -4.82 -6.32 3.04
H -6.47 -4.71 4.29
O 3.92 0.98 -3.18
C 3.33 -0.18 -2.81
C 2.60 -0.92 -3.78
C 1.95 -2.09 -3.30
C 2.17 -2.59 -1.96
O 1.76 -3.84 -1.67
C 2.99 -1.87 -1.07
C 3.56 -0.68 -1.54
H 4.35 1.44 -2.47
H 2.67 -0.61 -4.81
H 1.27 -2.57 -3.99
H 2.21 -4.24 -0.92
H 3.03 -2.17 -0.03
H 4.08 0.01 -0.89
F 2.76 -9.60 1.31
C 2.67 -8.67 2.32
C 1.78 -8.90 3.34
C 1.72 -8.02 4.41
C 2.69 -6.98 4.51
C 3.67 -6.87 3.52
C 3.62 -7.64 2.39
H 1.09 -9.73 3.39
H 1.10 -8.18 5.28
H 2.67 -6.23 5.29
H 4.52 -6.21 3.57
H 4.49 -7.52 1.77
F 3.61 7.29 -0.60
C 3.00 8.49 -0.15
C 2.55 9.42 -1.05
C 1.80 10.51 -0.60
C 1.50 10.67 0.71
C 1.96 9.74 1.59
C 2.86 8.74 1.20
H 2.77 9.23 -2.09
H 1.36 11.26 -1.24
H 0.84 11.47 1.02
H 1.71 9.97 2.62
H 3.13 7.97 1.92

As for the total energy: -3689.88804 Ha. The value obtained for the LUMO energy is -0.1 eV. The energy above the lowest of the compared OMol25 structures with the same formula, charge and spin comes out at 2.272 eV. The structure (SMILES) is ClC(Cl)(Cl)Cl.Oc1ccc(O)cc1.Oc1ccc(O)cc1.Oc1ccc(O)cc1.Fc1ccccc1.Fc1ccccc1.

=====

Entry 2:
Entry from the OMol25 dataset: C5H12N2O in the gas phase in a non-equilibrium geometry (ωB97M-V/def2-TZVPD).

CARTESIAN COORDINATES (ANGSTROEM)
C -0.78 1.11 -1.32
C 0.29 1.14 -0.22
C 0.48 2.49 0.40
N 0.00 0.01 0.77
C 0.78 -1.10 0.51
O 1.79 -0.80 -0.05
C 0.21 -2.43 1.02
N -0.77 -2.70 -0.13
H -1.83 1.45 -1.14
H -0.81 0.03 -1.78
H -0.37 1.70 -2.20
H 1.23 0.72 -0.67
H 0.12 2.37 1.51
H 1.47 2.81 0.35
H -0.06 3.29 -0.12
H -0.87 0.24 1.27
H -0.23 -2.47 2.03
H 1.10 -3.18 0.93
H -0.25 -2.64 -1.02
H -1.51 -2.03 -0.13

As for the total energy: -382.40710 Ha. The value obtained for the LUMO energy is 0.9 eV. The energy above the lowest of the compared OMol25 structures with the same formula, charge and spin comes out at 2.597 eV. The structure (SMILES) is CC(C)NC(=O)CN.

=====

Entry 3:
Entry from the OMol25 dataset: C22H19N3O5S in the gas phase (ωB97M-V/def2-TZVPD).

CARTESIAN COORDINATES (ANGSTROEM)
C 3.73 3.36 -2.49
O 4.13 2.40 -1.54
C 3.19 1.81 -0.77
C 1.83 2.07 -0.83
C 0.93 1.41 0.01
C -0.49 1.73 -0.12
C -1.52 0.86 -0.07
N -1.35 -0.52 0.05
C -2.22 -1.47 -0.44
O -3.32 -1.20 -0.88
C -1.69 -2.86 -0.37
C -0.74 -3.27 0.55
C -0.31 -4.59 0.57
C -0.83 -5.50 -0.34
C -1.79 -5.10 -1.25
C -2.23 -3.78 -1.26
C -2.89 1.44 -0.15
O -3.16 2.38 -0.87
N -3.79 0.93 0.73
C -5.08 1.39 0.79
N -5.97 0.91 1.60
C -7.15 1.56 1.46
C -7.16 2.55 0.53
S -5.61 2.70 -0.22
C 1.42 0.51 0.95
C 2.78 0.24 1.02
C 3.66 0.87 0.16
O 5.02 0.61 0.16
C 5.72 0.57 1.31
C 7.16 0.25 1.02
O 5.25 0.76 2.40
H 3.05 2.93 -3.24
H 3.24 4.22 -2.01
H 4.64 3.69 -2.99
H 1.44 2.79 -1.54
H -0.74 2.76 -0.29
H -0.38 -0.80 0.16
H -0.34 -2.58 1.29
H 0.42 -4.90 1.29
H -0.49 -6.52 -0.33
H -2.21 -5.81 -1.95
H -2.98 -3.45 -1.96
H -3.59 0.11 1.28
H -7.98 1.25 2.07
H -7.97 3.19 0.26
H 0.76 0.05 1.67
H 3.15 -0.46 1.75
H 7.25 -0.82 0.85
H 7.77 0.54 1.87
H 7.48 0.77 0.12

As for the total energy: -1788.43861 Ha. The value obtained for the LUMO energy is -0.1 eV. The energy above the lowest of the compared OMol25 structures with the same formula, charge and spin comes out at 0.154 eV. The structure (SMILES) is COc1cc(/C=C(\NC(=O)c2ccccc2)C(=O)Nc2nccs2)ccc1OC(C)=O.

=====

Entry 4:
Entry from the OMol25 dataset: C5H14N2 in the gas phase in a non-equilibrium geometry (ωB97M-V/def2-TZVPD).

CARTESIAN COORDINATES (ANGSTROEM)
C 2.53 0.42 0.40
C 1.05 0.72 0.18
C 0.70 2.06 -0.45
C 0.36 -0.41 -0.61
N -1.05 -0.49 -0.44
C -1.66 -1.46 0.41
N -3.07 -1.23 0.60
H 2.77 -0.59 0.02
H 3.24 0.97 -0.23
H 2.87 0.45 1.43
H 0.58 0.72 1.16
H 1.28 2.28 -1.34
H 0.81 2.87 0.27
H -0.36 2.06 -0.72
H 0.63 -0.34 -1.66
H 0.76 -1.38 -0.30
H -1.68 0.19 -0.83
H -1.14 -1.39 1.38
H -1.49 -2.48 0.02
H -3.50 -2.10 0.89
H -3.61 -0.87 -0.17

As for the total energy: -308.38155 Ha. The value obtained for the LUMO energy is 1.2 eV. The energy above the lowest of the compared OMol25 structures with the same formula, charge and spin comes out at 1.129 eV. The structure (SMILES) is CC(C)CNCN.

=====

Entry 5:
Entry from the OMol25 dataset: a molecular structure, C40H31ClN3OsP2S2Te in a non-equilibrium geometry (ωB97M-V/def2-TZVPD).

CARTESIAN COORDINATES (ANGSTROEM)
Os -0.16 -1.15 -0.67
S -4.05 0.18 -1.05
P -2.52 1.06 -0.17
C -1.18 0.07 0.56
P -0.84 0.20 2.29
S -2.05 -0.74 3.54
C 0.92 -0.35 2.41
C 1.40 -0.68 3.66
C 2.74 -0.87 3.86
C 3.63 -0.84 2.80
C 3.19 -0.62 1.51
C 1.85 -0.28 1.37
C -0.71 1.94 2.84
C -1.41 2.35 3.94
C -1.24 3.65 4.37
C -0.36 4.54 3.74
C 0.39 4.08 2.69
C 0.22 2.78 2.24
C -1.66 2.27 -1.25
C -0.29 2.42 -1.20
C 0.33 3.24 -2.09
C -0.38 3.86 -3.12
C -1.78 3.69 -3.16
C -2.42 2.96 -2.20
C -3.17 2.15 1.13
C -2.95 3.54 1.14
C -3.55 4.31 2.15
C -4.44 3.72 3.04
C -4.61 2.36 3.04
C -3.95 1.58 2.10
H 0.76 -0.78 4.52
H 3.11 -1.01 4.87
H 4.67 -0.92 3.00
H 3.87 -0.64 0.67
H 1.54 0.12 0.41
H -2.13 1.65 4.33
H -1.87 4.03 5.16
H -0.26 5.58 4.05
H 1.12 4.70 2.21
H 0.87 2.42 1.46
H 0.30 1.90 -0.47
H 1.41 3.41 -2.03
H 0.17 4.46 -3.76
H -2.37 4.10 -3.95
H -3.51 2.86 -2.19
H -2.29 3.98 0.38
H -3.35 5.35 2.18
H -5.01 4.38 3.70
H -5.20 1.80 3.74
H -4.18 0.53 2.04
N 2.65 -5.51 -4.11
C 2.73 -4.45 -3.66
N 2.89 -3.27 -3.11
C 2.10 -2.74 -2.31
N 1.44 -2.15 -1.54
Cl 1.04 0.90 -4.23
C 0.53 -0.71 -4.59
C 1.22 -1.35 -5.60
C 0.92 -2.69 -5.86
C -0.05 -3.33 -5.07
C -0.67 -2.68 -4.02
C -0.39 -1.33 -3.73
C -0.99 -0.63 -2.57
H 1.98 -0.82 -6.17
H 1.42 -3.18 -6.68
H -0.28 -4.36 -5.28
H -1.38 -3.23 -3.42
H -2.06 -0.92 -2.40
H -0.89 0.43 -2.65
Te -0.66 -3.32 0.78
C 1.23 -4.24 0.61
C 2.20 -3.86 1.53
C 3.46 -4.43 1.53
C 3.81 -5.37 0.54
C 2.84 -5.75 -0.37
C 1.53 -5.26 -0.29
H 1.98 -3.09 2.26
H 4.22 -4.09 2.18
H 4.82 -5.72 0.43
H 3.06 -6.54 -1.09
H 0.71 -5.67 -0.93

As for the total energy: -4005.12433 Ha. The value obtained for the LUMO energy (alpha / beta) is 2.2 / 1.0 eV. The energy above the lowest of the compared OMol25 structures with the same formula, charge and spin comes out at 0.929 eV. Its charge is -1. The spin multiplicity is 5.

=====

Entry 6:
Entry from the OMol25 dataset: 6 unconnected molecules or ions with the total composition C34H23F3N2O14 in a non-equilibrium geometry (ωB97M-V/def2-TZVPD).

CARTESIAN COORDINATES (ANGSTROEM)
N -1.45 -1.35 -9.32
C -2.48 -0.56 -8.74
O -3.40 -0.03 -9.27
O -2.28 -0.40 -7.37
C -2.60 -1.48 -6.58
F -3.91 -1.42 -6.17
N -1.79 -1.34 -5.35
C -0.46 -0.86 -5.62
O -0.06 0.20 -5.36
F 0.33 -1.85 -6.09
C -1.85 -2.55 -4.58
O -1.73 -3.65 -4.95
F -2.08 -2.23 -3.30
H -0.93 -0.79 -9.99
H -1.86 -2.13 -9.83
H -2.45 -2.45 -7.07
O -3.99 -0.42 2.36
C -4.31 -1.36 1.66
C -5.39 -2.29 2.06
C -5.73 -3.32 1.28
C -5.05 -3.56 -0.02
O -5.36 -4.50 -0.72
C -3.97 -2.63 -0.41
C -3.62 -1.60 0.36
H -5.87 -2.09 3.01
H -6.51 -4.02 1.55
H -3.48 -2.83 -1.36
H -2.84 -0.90 0.10
O -0.47 1.05 1.10
C -0.47 1.63 2.16
C -1.29 1.15 3.30
C -1.27 1.78 4.47
C -0.44 2.99 4.69
O -0.41 3.56 5.76
C 0.37 3.48 3.54
C 0.35 2.85 2.37
H -1.89 0.27 3.12
H -1.86 1.45 5.32
H 0.98 4.35 3.72
H 0.94 3.18 1.52
O 5.76 -0.90 5.56
C 5.25 0.12 5.17
C 4.38 0.12 3.96
C 3.81 1.24 3.52
C 4.02 2.53 4.21
O 3.50 3.55 3.80
C 4.89 2.54 5.41
C 5.45 1.42 5.86
H 4.24 -0.84 3.48
H 3.17 1.26 2.64
H 5.03 3.50 5.89
H 6.10 1.39 6.72
O 11.75 -2.33 3.25
C 10.97 -1.56 3.77
C 10.86 -0.15 3.29
C 10.01 0.70 3.86
C 9.15 0.28 5.00
O 8.37 1.06 5.52
C 9.25 -1.12 5.46
C 10.10 -1.98 4.89
H 11.50 0.12 2.47
H 9.91 1.73 3.54
H 8.60 -1.40 6.28
H 10.19 -3.01 5.21
O -6.92 3.55 -2.70
C -7.02 2.55 -3.37
C -8.35 1.96 -3.69
C -8.46 0.87 -4.43
C -7.26 0.18 -4.98
O -7.37 -0.82 -5.65
C -5.93 0.77 -4.67
C -5.82 1.86 -3.92
H -9.20 2.48 -3.28
H -9.41 0.42 -4.67
H -5.07 0.25 -5.08
H -4.86 2.31 -3.68

As for the total energy: -2771.72476 Ha. The value obtained for the LUMO energy is -1.6 eV. The structure (SMILES) is NC(=O)O[C@H](F)N(C(=O)F)C(=O)F.O=C1C=CC(=O)C=C1.O=C1C=CC(=O)C=C1.O=C1C=CC(=O)C=C1.O=C1C=CC(=O)C=C1.O=C1C=CC(=O)C=C1.

=====

Entry 7:
Entry from the OMol25 dataset: a molecular structure, C3H4N2O (ωB97M-V/def2-TZVPD).

CARTESIAN COORDINATES (ANGSTROEM)
O -1.28 -0.50 -1.23
C -0.32 -0.23 -0.31
C 0.19 1.06 0.16
N 1.03 0.85 1.18
N 1.11 -0.47 1.40
C 0.34 -1.13 0.55
H -1.93 0.22 -1.24
H -0.09 2.05 -0.20
H 0.69 0.37 -0.86
H 0.27 -2.21 0.56

As for the total energy: -301.35534 Ha. The value obtained for the LUMO energy is 0.2 eV. The energy above the lowest of the compared OMol25 structures with the same formula, charge and spin comes out at 3.589 eV.

=====

Entry 8:
Entry from the OMol25 dataset: a molecular structure, C8H24MgN2O10S4 in a non-equilibrium geometry (ωB97M-V/def2-TZVPD).

CARTESIAN COORDINATES (ANGSTROEM)
Mg 25.21 -31.74 1.63
N 27.98 -32.15 3.24
O 29.07 -31.73 2.80
O 26.96 -32.03 2.50
O 27.90 -32.75 4.32
N 22.23 -30.65 0.77
O 23.36 -31.24 0.78
O 21.65 -30.45 1.84
O 21.79 -30.28 -0.33
C 23.61 -28.15 3.66
S 25.01 -29.31 3.99
O 25.03 -30.22 2.78
C 26.39 -28.12 3.94
H 23.62 -27.46 4.50
H 22.72 -28.76 3.52
H 23.83 -27.66 2.71
H 26.29 -27.47 4.81
H 26.24 -27.53 3.04
H 27.35 -28.62 4.00
C 28.17 -29.04 0.61
S 26.74 -29.50 -0.42
O 26.03 -30.61 0.30
C 25.76 -27.96 -0.14
H 28.63 -28.14 0.20
H 28.89 -29.85 0.74
H 27.80 -28.85 1.61
H 25.52 -27.78 0.91
H 24.91 -28.04 -0.81
H 26.32 -27.11 -0.55
C 23.15 -34.73 0.23
S 24.98 -34.58 0.34
O 25.34 -33.13 0.35
C 25.28 -35.19 -1.33
H 22.84 -34.02 -0.54
H 22.63 -34.45 1.14
H 22.83 -35.75 0.04
H 24.56 -34.90 -2.09
H 25.20 -36.28 -1.26
H 26.27 -34.94 -1.73
C 22.69 -32.17 4.71
S 23.54 -33.61 3.98
O 24.28 -32.98 2.82
C 24.75 -33.87 5.30
H 21.90 -31.73 4.11
H 23.38 -31.33 4.79
H 22.33 -32.41 5.71
H 25.41 -34.68 5.00
H 24.23 -34.13 6.22
H 25.32 -32.95 5.42

As for the total energy: -2973.77104 Ha. The value obtained for the LUMO energy is 0.2 eV. The energy above the lowest of the compared OMol25 structures with the same formula, charge and spin comes out at 0.874 eV.

=====

Entry 9:
Entry from the OMol25 dataset: a molecular structure, C4H11N4 in a non-equilibrium geometry (ωB97M-V/def2-TZVPD).

CARTESIAN COORDINATES (ANGSTROEM)
C 0.38 1.52 -0.17
C 0.25 -0.38 0.38
C 0.01 -1.86 0.46
C 2.74 0.32 -0.28
N 1.30 0.29 -0.08
N -0.67 0.59 0.33
N -2.80 -0.01 -0.69
N -2.03 0.53 0.38
H 0.55 2.40 0.52
H 0.23 1.97 -1.08
H -0.18 -2.39 -0.58
H -0.91 -1.95 1.03
H 1.03 -2.25 0.73
H 2.92 0.80 -1.25
H 3.30 0.70 0.59
H 3.08 -0.66 -0.35
H -3.71 0.44 -0.94
H -3.17 -0.86 -0.30
H -2.32 0.80 1.30

As for the total energy: -377.65196 Ha. The value obtained for the LUMO energy is -3.4 eV. The energy above the lowest of the compared OMol25 structures with the same formula, charge and spin comes out at 4.756 eV. Its charge is +1.

=====

Entry 10:
Entry from the OMol25 dataset: C19H21FN2OS in the gas phase (ωB97M-V/def2-TZVPD).

CARTESIAN COORDINATES (ANGSTROEM)
O 1.29 1.68 -2.36
C 1.06 0.88 -1.48
C 2.19 0.11 -0.81
C 2.56 0.78 0.51
S 3.79 -0.27 1.38
C 4.47 0.81 2.61
C 3.87 2.00 3.00
C 4.47 2.77 3.98
C 5.66 2.37 4.57
C 6.25 1.18 4.18
C 5.66 0.40 3.20
N -0.19 0.68 -1.01
C -0.64 -0.33 -0.08
C -1.51 -1.37 -0.80
N -2.62 -0.69 -1.42
C -3.80 -1.39 -1.66
C -3.88 -2.79 -1.62
C -5.08 -3.45 -1.81
C -6.25 -2.75 -2.05
C -6.20 -1.36 -2.09
C -5.00 -0.71 -1.89
F -5.02 0.64 -1.90
C -2.18 0.31 -2.37
C -1.31 1.34 -1.66
H 1.93 -0.94 -0.66
H 3.05 0.15 -1.48
H 3.01 1.75 0.33
H 1.69 0.88 1.15
H 2.94 2.32 2.57
H 4.00 3.70 4.28
H 6.12 2.98 5.33
H 7.17 0.86 4.63
H 6.11 -0.52 2.88
H 0.19 -0.82 0.42
H -1.26 0.17 0.69
H -1.88 -2.08 -0.06
H -0.89 -1.90 -1.54
H -2.98 -3.37 -1.46
H -5.10 -4.53 -1.77
H -7.18 -3.26 -2.20
H -7.09 -0.78 -2.26
H -3.03 0.80 -2.83
H -1.58 -0.17 -3.17
H -0.91 2.06 -2.37
H -1.90 1.86 -0.90

As for the total energy: -1419.42844 Ha. The value obtained for the LUMO energy is 0.6 eV. The energy above the lowest of the compared OMol25 structures with the same formula, charge and spin comes out at 0.000 eV. The structure (SMILES) is O=C(CCSc1ccccc1)N1CCN(c2ccccc2F)CC1.